Record 1
{"formula": "C29H31F7N2O21", "method": "the ωB97M-V functional and the def2-TZVPD basis", "e_lumo_ev": 0.45, "largest_force_ev_per_a": 6.59, "symbols": ["C", "C", "O", "C", "O", "O", "F", "H", "H", "H", "C", "C", "O", "C", "O", "O", "F", "H", "H", "H", "C", "C", "O", "C", "O", "O", "F", "H", "H", "H", "C", "C", "O", "C", "O", "O", "F", "H", "H", "H", "C", "C", "O", "C", "O", "O", "F", "H", "H", "H", "C", "C", "O", "C", "O", "O", "F", "H", "H", "H", "C", "C", "O", "C", "O", "O", "F", "H", "H", "H", "N", "C", "C", "C", "C", "H", "H", "H", "H", "H", "N", "C", "C", "C", "C", "H", "H", "H", "H", "H"], "positions_angstrom": [[-4.032, -3.636, 0.139], [-5.258, -3.682, 0.946], [-5.268, -2.442, 1.622], [-3.928, -2.027, 1.761], [-3.625, -1.138, 2.438], [-3.167, -2.796, 0.968], [-5.032, -4.601, 1.973], [-4.125, -3.234, -0.842], [-3.499, -4.572, 0.112], [-6.243, -3.907, 0.535], [5.227, -4.006, -0.907], [4.637, -2.899, -1.667], [3.182, -3.002, -1.419], [2.928, -4.129, -0.753], [1.848, -4.463, -0.426], [4.048, -4.780, -0.442], [4.788, -3.077, -3.024], [5.757, -3.749, 0.015], [5.839, -4.627, -1.554], [4.853, -1.883, -1.414], [3.640, 1.035, 2.788], [3.450, -0.487, 2.713], [3.827, -1.009, 3.997], [4.548, -0.061, 4.686], [5.142, -0.291, 5.641], [4.628, 1.078, 3.886], [4.369, -1.126, 1.893], [2.712, 1.542, 3.078], [4.057, 1.412, 1.869], [2.446, -0.884, 2.517], [-1.530, 3.366, 4.423], [-0.276, 3.654, 3.512], [-0.044, 2.392, 2.868], [-0.796, 1.365, 3.471], [-0.583, 0.228, 3.279], [-1.635, 1.909, 4.401], [0.761, 3.982, 4.226], [-2.457, 3.723, 4.021], [-1.281, 3.689, 5.460], [-0.404, 4.438, 2.770], [-0.421, -6.017, -1.721], [0.212, -5.442, -3.016], [-0.177, -4.063, -3.124], [-1.302, -3.954, -2.402], [-1.997, -2.995, -2.408], [-1.449, -5.057, -1.576], [-0.290, -6.102, -4.114], [0.267, -5.977, -0.877], [-0.688, -7.051, -1.917], [1.279, -5.463, -3.121], [-1.191, -0.435, 0.148], [-0.002, -1.429, -0.222], [1.183, -0.715, 0.186], [0.839, 0.568, 0.387], [1.682, 1.398, 0.647], [-0.411, 0.816, 0.142], [0.223, -1.457, -1.583], [-1.677, -0.593, 1.110], [-1.898, -0.539, -0.650], [0.108, -2.406, 0.238], [-0.099, 4.783, -1.346], [-1.007, 3.822, -0.621], [-1.529, 2.984, -1.618], [-1.119, 3.349, -2.897], [-1.413, 2.811, -3.857], [-0.286, 4.432, -2.724], [-2.104, 4.459, -0.040], [0.935, 4.493, -1.066], [-0.245, 5.848, -1.184], [-0.552, 3.093, 0.071], [-4.906, 0.789, -3.831], [-6.183, 0.586, -3.322], [-6.091, -0.004, -2.120], [-4.725, -0.205, -1.881], [-3.993, 0.213, -2.953], [-4.685, 1.481, -4.514], [-7.039, 0.961, -3.876], [-6.809, -0.256, -1.357], [-4.328, -0.710, -0.982], [-2.926, 0.175, -3.176], [3.728, 6.336, -0.525], [3.179, 5.920, 0.679], [3.027, 4.576, 0.561], [3.714, 4.159, -0.622], [3.994, 5.284, -1.361], [4.171, 7.202, -0.615], [2.694, 6.600, 1.354], [2.616, 3.949, 1.340], [3.799, 3.098, -0.855], [4.382, 5.379, -2.350]], "forces_ev_per_angstrom": [[1.668, -0.237, 0.460], [-0.522, 0.317, 2.274], [0.499, 0.129, -0.498], [-2.323, -2.073, -1.655], [1.103, 1.732, 1.290], [-0.093, 0.341, -0.447], [-0.297, -0.508, -0.309], [-0.107, 0.555, -0.732], [-0.202, -0.437, -0.248], [0.300, 0.230, -0.296], [-0.549, -1.718, 1.593], [-3.038, 0.787, -1.208], [1.817, 0.406, -0.473], [1.171, 0.633, 0.089], [-1.653, -0.660, 0.352], [1.358, 0.038, -0.556], [0.260, 0.050, 0.536], [0.023, 0.277, -0.392], [-0.015, -0.133, 0.067], [0.610, 0.484, 0.092], [0.621, -1.712, 1.559], [0.097, -1.398, 1.116], [-0.929, 1.327, -0.075], [-1.009, 0.461, -5.001], [1.418, 0.004, 3.150], [-0.759, 0.091, 0.361], [-0.408, 0.695, -0.716], [0.341, -0.089, -0.127], [0.209, 0.282, -0.037], [0.363, 0.367, -0.325], [1.614, -1.071, -0.089], [-2.834, -1.573, -1.160], [-0.877, 0.168, 0.637], [0.822, 2.707, 1.153], [-0.275, -0.877, -0.469], [0.561, 0.078, -0.650], [2.177, 0.392, 1.599], [-0.327, 0.579, -0.003], [-0.530, -0.205, -0.779], [-0.294, -0.177, -0.287], [1.522, 1.400, -1.544], [0.536, 0.270, -0.435], [-0.009, -2.052, 0.329], [0.467, -0.156, 0.852], [-0.563, -0.334, 0.303], [-1.524, 0.557, 0.197], [-0.184, 0.008, 0.156], [-0.118, 0.164, -0.070], [-0.861, 0.156, 0.031], [0.541, -0.095, 0.232], [2.432, -1.201, -0.460], [1.255, 1.514, 0.068], [-1.248, -0.317, 1.117], [2.911, 0.624, -0.251], [-0.797, -0.280, -0.032], [-2.618, -0.405, 0.125], [-1.151, -0.602, 0.271], [0.417, 0.042, 0.041], [-0.381, 0.740, -0.568], [-0.636, -0.208, -0.313], [1.279, -1.190, -0.208], [-1.291, -0.950, -0.086], [-0.055, -0.153, -0.887], [1.562, 2.825, 5.751], [-0.997, -1.756, -3.766], [-0.335, 0.007, -0.967], [0.708, -0.113, 0.117], [-0.367, 0.497, -0.266], [-0.344, -0.161, 0.000], [-0.099, 1.011, 0.337], [-0.274, -1.221, 1.001], [-0.219, 1.457, -1.465], [0.010, -0.339, 1.119], [1.504, -1.329, 1.098], [-0.158, 0.945, -0.398], [0.152, -0.021, -0.505], [0.212, -0.094, 0.223], [-0.492, 0.048, -0.456], [-0.157, 0.359, -0.692], [-0.510, 0.166, 0.164], [-0.648, -0.012, 0.253], [-0.528, -0.005, -1.507], [1.110, -0.559, 0.917], [-1.434, -0.880, -0.213], [0.347, -0.886, 1.684], [0.303, 1.425, -0.407], [0.391, 0.262, 0.197], [-0.033, -0.165, -0.224], [0.006, 0.478, -0.450], [0.376, 0.271, -0.208]]}

Record 2
{"formula": "C28H67BrNO2P4", "method": "the ωB97M-V functional and the def2-TZVPD basis", "e_lumo_ev": 2.27, "largest_force_ev_per_a": 4.37, "charge": -1, "symbols": ["C", "C", "C", "C", "C", "C", "C", "O", "P", "Br", "P", "C", "C", "C", "C", "P", "C", "C", "C", "C", "O", "C", "P", "N", "H", "H", "H", "H", "H", "H", "H", "H", "H", "H", "H", "H", "H", "H", "H", "H", "H", "H", "H", "H", "H", "H", "H", "H", "H", "H", "H", "H", "H", "H", "H", "H", "H", "H", "H", "H", "H", "H", "H", "C", "C", "C", "C", "C", "C", "H", "H", "H", "H", "H", "H", "H", "H", "H", "H", "H", "H", "H", "H", "C", "C", "C", "C", "C", "C", "H", "H", "H", "H", "H", "H", "H", "H", "H", "H", "H", "H", "H", "H"], "positions_angstrom": [[-2.964, -6.314, 2.553], [-3.244, -5.577, 1.095], [-1.780, -5.117, 0.508], [-1.314, -6.239, -0.606], [0.283, -6.659, -0.348], [1.165, -5.288, -0.683], [1.636, -4.469, 0.669], [1.228, -3.030, 0.799], [2.054, -2.377, 2.230], [3.298, -1.074, 0.775], [0.354, -0.965, 2.386], [0.036, -0.074, 0.726], [0.776, 1.417, 0.611], [-1.200, -2.063, 2.675], [-2.326, -1.208, 3.532], [2.885, -1.412, 3.999], [2.228, -2.149, 5.633], [0.755, -2.860, 5.539], [4.787, -1.563, 4.108], [5.615, -0.323, 3.416], [3.424, -3.473, 2.042], [3.254, -4.554, 1.015], [3.867, -6.084, 2.054], [5.447, -5.744, 2.387], [-2.014, -7.019, 2.464], [-3.909, -6.981, 2.763], [-2.870, -5.528, 3.434], [-3.823, -6.318, 0.365], [-3.959, -4.658, 1.300], [-1.786, -4.066, -0.035], [-1.010, -5.148, 1.401], [-2.038, -7.173, -0.558], [-1.444, -5.761, -1.691], [0.570, -7.553, -1.077], [0.444, -7.064, 0.739], [0.457, -4.602, -1.329], [2.063, -5.590, -1.394], [1.194, -5.173, 1.523], [1.414, -3.488, 2.889], [-1.131, 0.169, 0.693], [0.231, -0.748, -0.233], [1.486, 1.500, 1.543], [-0.022, 2.297, 0.556], [1.473, 1.407, -0.347], [-1.613, -2.373, 1.625], [-0.829, -3.041, 3.237], [-3.154, -0.883, 2.749], [-2.766, -1.855, 4.411], [-1.823, -0.217, 3.952], [2.110, -1.238, 6.396], [3.048, -2.851, 6.097], [0.461, -3.161, 6.656], [0.720, -3.856, 4.924], [-0.031, -2.052, 5.214], [5.237, -2.555, 3.680], [5.054, -1.561, 5.271], [6.416, -0.806, 2.681], [4.944, 0.473, 2.873], [6.233, 0.192, 4.275], [3.943, -4.406, 0.080], [3.723, -7.331, 1.307], [3.175, -6.115, 3.322], [6.045, -6.512, 2.012], [-3.393, 7.741, -1.135], [-2.352, 6.786, -1.704], [-2.175, 5.520, -0.866], [-1.672, 5.745, 0.565], [-0.335, 6.481, 0.677], [0.821, 5.729, 0.036], [-3.111, 8.101, -0.141], [-3.499, 8.615, -1.786], [-4.370, 7.251, -1.061], [-1.396, 7.312, -1.814], [-2.661, 6.498, -2.714], [-1.491, 4.844, -1.392], [-3.135, 4.994, -0.813], [-1.582, 4.768, 1.057], [-2.427, 6.298, 1.135], [-0.107, 6.627, 1.741], [-0.410, 7.482, 0.238], [0.943, 4.741, 0.494], [1.753, 6.283, 0.172], [0.669, 5.594, -1.039], [-2.146, 2.186, -7.456], [-1.930, 2.595, -6.004], [-2.422, 4.009, -5.697], [-1.714, 5.131, -6.466], [-0.197, 5.193, -6.279], [0.220, 5.465, -4.842], [-1.590, 2.831, -8.144], [-1.802, 1.159, -7.614], [-3.208, 2.234, -7.719], [-0.868, 2.493, -5.751], [-2.467, 1.889, -5.362], [-2.327, 4.187, -4.620], [-3.494, 4.066, -5.918], [-2.149, 6.090, -6.157], [-1.932, 5.035, -7.537], [0.200, 5.996, -6.913], [0.272, 4.266, -6.628], [-0.200, 6.412, -4.488], [1.309, 5.529, -4.771], [-0.110, 4.669, -4.168]], "forces_ev_per_angstrom": [[-0.889, -0.342, -0.612], [0.190, 0.430, 0.921], [-0.341, -0.746, -0.664], [0.399, -0.050, 0.202], [-0.742, 0.323, -1.075], [-0.220, 0.078, -0.515], [0.324, -1.008, 0.452], [1.298, -4.107, -0.759], [-0.735, -3.141, -0.752], [0.587, 1.552, -0.654], [-1.356, 1.217, 0.240], [-1.421, 0.675, -1.670], [0.538, -0.956, -0.085], [-0.288, -0.659, -0.349], [0.391, 0.076, -0.731], [1.511, 1.846, 1.181], [-0.225, -0.560, 1.161], [0.082, 0.054, 1.656], [1.509, -0.652, 0.703], [0.693, -0.379, 0.367], [-0.163, -2.402, -1.832], [-1.598, 1.593, 0.884], [3.265, 2.028, -0.379], [-1.472, -1.777, -0.795], [-1.989, 1.577, 0.342], [1.913, 1.166, -0.121], [0.072, -1.659, -1.985], [1.389, 1.595, 1.514], [1.494, -1.807, -0.495], [0.017, -2.121, 1.480], [-1.600, 0.443, -1.886], [1.587, 1.753, -0.006], [0.449, -1.180, 2.270], [-0.506, 1.980, 1.419], [-0.359, 0.958, -1.910], [1.534, -1.209, 1.353], [-1.597, 0.771, 1.657], [0.391, 1.914, -1.249], [-0.359, 0.655, 0.651], [2.268, -0.717, 0.237], [-0.173, 1.425, 2.081], [-1.465, 0.209, -1.816], [1.789, -1.905, 0.190], [-1.544, 0.215, 2.000], [0.575, 0.385, 2.050], [-0.906, 2.101, -1.194], [1.462, -0.674, 1.923], [0.689, 1.384, -1.801], [-1.084, -2.157, -0.746], [0.293, -1.888, -1.725], [-1.708, 1.029, -0.810], [0.540, 0.602, -2.285], [0.094, 2.207, 0.932], [1.503, -1.772, 0.300], [-1.090, 1.695, 0.770], [-0.685, 0.001, -2.369], [-1.857, 1.267, 1.342], [1.322, -1.748, 1.049], [-1.194, -0.739, -1.725], [-1.070, -0.267, 1.800], [-0.541, 0.736, 0.628], [-0.435, -0.075, -1.139], [-0.576, 0.793, 0.369], [0.032, 0.178, -0.038], [-0.025, -0.029, 0.037], [0.126, -0.076, -0.035], [-0.088, 0.061, 0.048], [-0.042, -0.066, 0.144], [0.143, 0.006, -0.027], [-0.068, -0.047, -0.097], [-0.066, -0.050, 0.103], [0.078, 0.056, 0.042], [-0.057, -0.100, 0.018], [0.073, -0.020, 0.007], [-0.034, 0.016, 0.068], [0.035, 0.024, -0.027], [0.019, 0.101, -0.052], [0.023, -0.055, -0.055], [-0.077, 0.026, -0.134], [-0.057, -0.030, 0.030], [0.000, 0.090, -0.112], [-0.021, -0.106, -0.043], [0.034, -0.029, 0.075], [0.122, -0.117, -0.062], [-0.024, 0.011, -0.006], [0.050, 0.052, 0.126], [-0.023, -0.059, -0.124], [-0.063, 0.137, -0.082], [0.139, -0.036, 0.092], [-0.087, -0.070, 0.039], [-0.073, 0.111, -0.059], [0.095, 0.019, -0.022], [-0.128, 0.044, 0.019], [0.079, 0.071, 0.022], [-0.006, 0.023, -0.064], [0.034, -0.021, 0.015], [0.056, -0.062, -0.012], [-0.015, -0.005, 0.083], [-0.050, -0.138, 0.015], [-0.072, 0.051, -0.005], [0.015, -0.105, 0.016], [-0.095, 0.011, 0.088], [0.035, 0.095, -0.019]]}